# 1
Computed, not measured: a 6-piece molecular cluster, C24H49N8OP overall at a distorted geometry, with the ωB97M-V functional and the def2-TZVPD basis.

Each line ends with the Mulliken charge.
Positions of all 83 atoms, in Å:
1 C 2.1247 3.5540 1.0570  -0.717
2 N 0.8039 4.1616 0.8266  0.081
3 C 0.8183 5.6378 0.4742  -1.147
4 P -0.4695 3.1083 0.5145  0.558
5 O -0.1808 1.7173 1.0262  -0.953
6 N -1.8101 3.6460 1.3613  0.280
7 C -2.8518 4.4205 0.7332  -1.171
8 C -2.3306 2.8889 2.5015  -0.636
9 N -0.7102 3.2043 -1.1352  0.549
10 C 0.1546 3.8715 -2.0386  -0.690
11 C -1.9051 2.5970 -1.6781  -1.237
12 H 2.6130 3.9990 1.8790  0.318
13 H 2.7483 3.7419 0.1705  0.303
14 H 1.9005 2.5240 1.0905  0.033
15 H -0.1579 5.9164 0.0383  0.259
16 H 1.6725 5.8162 -0.1395  0.460
17 H 0.8998 6.2193 1.4297  0.326
18 H -3.7448 3.8557 0.6229  0.442
19 H -3.0581 5.2418 1.4199  0.345
20 H -2.5114 4.7077 -0.3050  0.342
21 H -2.5159 3.4168 3.4030  0.330
22 H -3.2019 2.2924 2.1696  0.357
23 H -1.5345 2.2007 2.7582  -0.094
24 H 0.5298 3.2067 -2.8028  0.116
25 H -0.4231 4.6919 -2.5046  0.273
26 H 0.9544 4.2378 -1.4290  0.217
27 H -2.4795 3.4152 -2.1484  0.446
28 H -2.6035 2.1809 -0.9538  0.319
29 H -1.4955 1.8231 -2.4025  0.239
30 C -2.2800 -2.8854 2.2127  -0.920
31 C -3.2425 -1.7462 2.5309  0.035
32 C -4.7945 -2.0614 2.3387  -0.546
33 C -5.1287 -2.0555 0.8770  0.196
34 N -5.3161 -2.1267 -0.2523  -0.432
35 H -1.3020 -2.6614 2.5526  0.201
36 H -2.2641 -2.9187 1.0859  0.211
37 H -2.6641 -3.8632 2.5874  0.343
38 H -2.9767 -0.8433 1.9907  0.015
39 H -3.0771 -1.5508 3.6047  0.295
40 H -5.4896 -1.4117 2.7653  0.375
41 H -4.9812 -3.1093 2.7379  0.288
42 C -0.0300 -1.0566 -1.1472  -1.418
43 C 0.8203 0.1330 -1.5785  2.066
44 C 2.2357 -0.2932 -1.8318  -0.669
45 C 2.3579 -1.3206 -2.8775  0.031
46 N 2.5782 -2.0740 -3.7396  -0.534
47 H 0.0595 -1.9292 -1.7542  0.436
48 H -1.1306 -0.8211 -1.2506  0.337
49 H 0.1096 -1.4426 -0.1291  0.204
50 H 0.7878 0.8447 -0.7644  -1.048
51 H 0.5083 0.5872 -2.5457  -0.356
52 H 2.8392 -0.7066 -0.9993  0.350
53 H 2.8348 0.4989 -2.1229  0.563
54 C 0.6129 -1.3721 4.1909  -0.692
55 C 0.8354 -0.0011 4.7763  -0.690
56 C 1.3988 1.0491 3.7319  0.666
57 C 2.5768 0.5956 2.9961  0.115
58 N 3.4494 0.2386 2.3666  -0.587
59 H -0.0186 -1.3131 3.2964  -0.194
60 H 0.1231 -2.0063 4.9631  0.389
61 H 1.5173 -1.9098 3.8760  0.381
62 H 1.5260 -0.0099 5.6455  0.346
63 H -0.0966 0.4566 5.1798  0.362
64 H 1.5794 1.9627 4.2487  0.519
65 H 0.6358 1.2453 3.0014  -0.616
66 C 3.6597 -6.2557 -3.1673  -1.158
67 C 3.4894 -5.5107 -1.8819  -0.462
68 C 2.0176 -4.9539 -1.7418  0.141
69 C 1.0092 -5.9709 -1.4923  0.133
70 N 0.2164 -6.8263 -1.3425  -0.487
71 H 4.6369 -6.6871 -3.2967  0.356
72 H 3.4438 -5.5300 -3.9717  0.292
73 H 3.0194 -7.1106 -3.0588  0.326
74 H 4.1624 -4.6209 -1.7472  0.309
75 H 3.6353 -6.2180 -1.0487  0.325
76 H 1.6007 -4.4445 -2.6591  0.033
77 H 2.0624 -4.2853 -0.8487  0.186
78 C 0.0097 -1.1394 -5.3652  -0.528
79 C 0.6508 0.1830 -5.3863  0.425
80 N 0.9484 1.2900 -5.3673  -0.484
81 H 0.2140 -1.6544 -4.4048  0.009
82 H 0.4214 -1.7149 -6.2155  0.298
83 H -1.0269 -0.9671 -5.5058  0.316

- Charge: 0
- Total energy: -48938.76601 eV
- Largest force on an atom: 3.5 eV/A
- SMILES: CN(C)P(=O)(N(C)C)N(C)C.CCCC#N.CCCC#N.CCCC#N.CCCC#N.CC#N

=====

# 2
Computed, not measured: a 7-piece molecular cluster, C24H49O13S6 overall at a distorted geometry, with the ωB97M-V functional and the def2-TZVPD basis.

Each line ends with the Mulliken charge.
Positions of all 92 atoms, in Å:
1 O 36.7550 28.4550 23.2300  -0.987
2 H 37.4710 28.1440 23.9050  -0.853
3 C 39.6120 30.0530 25.7770  -0.487
4 C 38.8370 29.0910 26.6650  0.752
5 C 39.0890 27.7940 26.1030  1.427
6 S 40.8820 27.8530 26.0160  1.142
7 O 41.2150 27.1760 24.8460  -0.579
8 O 41.3770 27.3770 27.2420  -0.766
9 C 41.0500 29.6620 25.9120  -1.394
10 H 39.3950 31.0680 26.1100  0.526
11 H 39.2120 30.1080 24.8050  0.198
12 H 37.6260 29.3700 26.6390  -0.751
13 H 39.0860 29.0890 27.8580  0.277
14 H 38.5290 27.6500 25.2720  -1.489
15 H 38.8190 26.9300 26.7600  0.600
16 H 41.4540 29.9260 25.1230  0.847
17 H 41.5040 30.2310 26.7180  0.378
18 C 36.3950 31.8540 25.1620  0.192
19 C 35.4530 32.2620 24.1250  -0.625
20 C 34.8040 33.4720 24.6100  -0.753
21 S 34.6910 33.2970 26.3930  1.242
22 O 33.3340 32.9990 26.6620  -0.703
23 O 35.3660 34.4100 26.8150  -0.686
24 C 35.6910 31.8760 26.5640  -0.855
25 H 37.2650 32.4450 25.2300  0.276
26 H 36.9350 30.9500 24.8650  -0.231
27 H 34.6000 31.6610 23.9070  0.280
28 H 36.1400 32.4860 23.1860  0.173
29 H 33.7520 33.5300 24.2710  0.366
30 H 35.2810 34.4260 24.5910  0.389
31 H 34.9550 31.0330 26.6280  0.224
32 H 36.2650 31.7470 27.4040  0.696
33 C 34.1770 25.5660 26.0330  -0.507
34 C 34.9600 26.8270 25.7040  0.560
35 C 35.6250 27.2640 26.8040  0.108
36 S 34.5520 27.0180 28.2200  1.236
37 O 33.9130 28.2660 28.5730  -0.677
38 O 35.2310 26.3070 29.2700  -0.704
39 C 33.5180 25.8810 27.4060  -0.785
40 H 34.9450 24.7860 26.2030  0.199
41 H 33.4590 25.3660 25.2100  0.363
42 H 34.1490 27.5790 25.2340  0.233
43 H 35.6950 26.6660 24.9580  -0.617
44 H 36.0500 28.1540 26.5070  -0.162
45 H 36.5430 26.7360 27.1370  0.087
46 H 32.4510 26.5930 27.2580  0.286
47 H 33.1740 25.1780 28.1710  0.439
48 C 35.1960 26.4240 20.6020  -0.665
49 C 34.9990 25.4510 21.7700  1.521
50 C 34.2130 24.3340 21.2750  -0.607
51 S 33.1480 24.9550 20.0450  1.198
52 O 31.8110 25.0550 20.6080  -0.710
53 O 33.4110 24.2430 18.8240  -0.680
54 C 33.8530 26.5540 19.9920  -0.749
55 H 35.8020 25.9660 19.8640  0.360
56 H 35.6350 27.4510 20.8280  0.160
57 H 34.4690 25.9030 22.5280  0.127
58 H 35.8910 25.1760 22.1640  -1.544
59 H 33.5410 23.9310 22.1650  0.258
60 H 34.8640 23.5000 20.8810  0.354
61 H 33.2230 27.2730 20.5990  0.345
62 H 33.8180 26.9340 18.9580  0.477
63 C 37.6600 23.5920 24.1110  -0.566
64 C 38.4940 24.7380 24.4240  0.353
65 C 38.7620 25.5570 23.2930  0.247
66 S 39.2530 24.4470 22.0980  1.487
67 O 40.6640 24.3210 22.0860  -0.712
68 O 38.5470 24.7980 20.8850  -0.722
69 C 38.4310 23.0830 22.7760  -0.908
70 H 36.6180 23.6790 23.7190  -0.050
71 H 37.5250 22.8580 24.7870  0.770
72 H 39.4790 24.4990 24.8020  0.578
73 H 37.9440 25.4690 25.1770  -1.015
74 H 39.6650 26.1290 23.5040  -0.006
75 H 37.9610 26.2590 23.0200  -0.004
76 H 39.2850 22.2100 22.9970  0.307
77 H 37.6980 22.4490 22.1990  0.425
78 C 39.6060 29.4960 21.0770  0.068
79 C 39.5180 29.0640 19.6340  -0.887
80 C 40.5270 28.1210 19.3930  -0.496
81 S 41.9300 28.5350 20.4580  1.057
82 O 42.9300 29.3610 19.7690  -0.727
83 O 42.3570 27.3000 21.0450  -0.598
84 C 41.0410 29.4880 21.5770  0.045
85 H 38.8400 28.9000 21.7490  -0.339
86 H 39.1030 30.4560 21.1150  0.437
87 H 39.5630 29.9150 19.0960  0.394
88 H 38.5690 28.5590 19.4140  0.269
89 H 41.0230 28.1580 18.4690  0.505
90 H 40.0620 27.0660 19.6440  0.109
91 H 41.7030 30.3160 21.7330  0.505
92 H 40.9070 28.8340 22.5100  -0.256

- Charge: -1
- Energy above the lowest of the compared OMol25 structures with the same formula, charge and spin: 0.0 kJ/mol
- Largest force on an atom: 9.1 eV/A

=====

- The lowest largest force on an atom belongs to which entry?
  C24H49N8OP

=====

- Which value of charge does entry 2 give?
  -1